No. 1
# C5H6N4

A single C5H6N4 molecule (ωB97M-V with the def2-TZVPD basis set, OMol25).

CARTESIAN COORDINATES (ANGSTROEM)
N -1.0929 -0.0412 0.0717
N 0.6694 1.4057 0.2772
N 0.8316 -1.4747 -0.1385
N 2.6063 -0.0207 -0.1791
C 1.9539 1.1217 0.2403
C -0.5628 1.2688 -0.0002
C -0.4281 -1.1836 -0.2450
C 2.0255 -1.2154 0.1580
C -2.5531 0.0568 0.0270
H 3.6211 0.1687 -0.3574
H -2.9078 0.7832 0.6943
H -3.0519 -0.8374 0.4787
H -2.7615 0.1175 -1.0313
H -1.0258 -1.9716 -0.8040
H 2.6761 1.8221 0.8084

Force components x, y, z for each atom (eV/Å):
0.05 1.33 1.52
4.48 -0.69 -0.06
-2.07 1.49 0.02
0.43 1.85 -1.43
-1.45 2.34 1.41
-0.75 -0.82 -0.56
0.35 -1.86 -1.25
1.68 -1.74 0.45
-0.01 -3.24 -0.21
-1.37 -1.17 0.89
-0.17 1.67 0.10
0.70 0.10 -0.74
-1.00 0.55 0.00
0.45 1.19 0.76
-1.33 -0.99 -0.91

Summary:
Electronic energy: -11236.195 eV
Energy above the lowest of the compared OMol25 structures with the same formula, charge and spin: 5.4722 eV
Frontier orbital gap: 7.249 eV



No. 2
# C4H7Cl2N2P

A single C4H7Cl2N2P molecule (ωB97M-V with the def2-TZVPD basis set, OMol25).

CARTESIAN COORDINATES (ANGSTROEM)
Cl -1.4069 -3.4805 -0.5752
Cl -2.2030 0.1762 1.6418
P -1.4093 -1.4442 -0.5449
N 0.7052 0.0835 0.0409
N 0.2486 -1.1362 -0.2219
C -1.2488 1.3458 0.8033
C 0.3454 2.3264 -0.6603
C -0.0743 1.1314 0.0216
C 1.1777 -2.1562 0.1971
H -0.0412 2.1984 -1.6585
H -0.2032 3.1629 -0.3449
H 1.3950 2.5435 -0.7314
H 1.5500 -2.9608 -0.5000
H -1.7138 2.3209 0.8156
H 0.8681 -2.6164 1.0900
H 2.0104 -1.4948 0.6269

Force components x, y, z for each atom (eV/Å):
0.10 -0.46 -0.13
0.50 0.32 0.48
0.76 0.32 -0.67
2.18 -2.43 -1.28
-1.97 0.14 0.64
1.36 -0.57 -1.74
0.47 0.66 -1.74
-4.72 1.12 3.89
3.26 0.75 0.49
0.28 -0.05 -0.90
-0.41 1.32 0.80
0.50 -0.17 0.22
-0.74 1.34 0.27
0.01 -0.10 -0.11
-1.05 -0.91 0.96
-0.54 -1.27 -1.19

Summary:
Electronic energy: -41572.305 eV
Energy above the lowest of the compared OMol25 structures with the same formula, charge and spin: 2.1682 eV
Frontier orbital gap (spin up / spin down): 7.002 / 7.155 eV



No. 3
# C4H7FN3O

An isolated ion of composition C4H7FN3O and charge +1 (ωB97M-V with the def2-TZVPD basis set, OMol25).

CARTESIAN COORDINATES (ANGSTROEM)
F 1.8128 -2.1224 0.1116
O 3.3579 0.2589 -0.1389
N -1.5760 -1.7046 -0.2638
N 1.3064 1.4589 0.0453
N -0.8550 0.5547 0.0637
C -0.7423 -0.8230 0.3781
C -0.0465 1.5769 0.0758
C 1.3027 -0.8916 0.1739
C 1.9805 0.2377 -0.0382
H -0.9024 -0.9767 1.4809
H -1.8081 -2.6511 0.1454
H -0.4650 2.5263 -0.0394
H 3.6387 -0.7078 -0.0137
H -1.9043 0.8507 -0.0016
H 1.8802 2.2026 -0.2867
H -1.5284 -1.7429 -1.2108

Force components x, y, z for each atom (eV/Å):
0.18 0.65 0.02
-0.83 -1.07 0.11
-0.40 -0.83 2.59
-1.44 -0.23 -0.11
-4.39 1.51 -0.35
3.91 -1.61 2.50
3.36 -1.86 -0.80
-4.23 -0.10 -0.01
0.67 -2.40 0.82
0.64 0.22 -1.03
0.68 1.96 -0.27
-0.44 1.38 -0.06
-0.28 1.97 -0.32
2.35 -0.62 0.14
0.04 1.14 0.14
0.16 -0.13 -3.38

Summary:
Electronic energy: -13487.355 eV
Energy above the lowest of the compared OMol25 structures with the same formula, charge and spin: 0.8943 eV
Frontier orbital gap: 8.684 eV
Total charge: +1



No. 4
# C43H61GaN5O2Se3

C43H61GaN5O2Se3 as an isolated structure (ωB97M-V with the def2-TZVPD basis set, OMol25).

CARTESIAN COORDINATES (ANGSTROEM)
Se -1.2305 -2.0470 -0.4322
Se -0.1951 3.6274 1.6364
Se 2.2577 1.6073 -0.3378
Ga 0.3277 -0.0473 -0.0968
O -0.1771 0.5288 -1.7681
O 1.7138 -1.2553 -0.0354
N -0.2006 0.0492 1.8873
N -3.9253 3.1460 5.0989
N -1.3802 -0.1707 3.6995
N -2.6751 1.4075 4.9566
N -3.9386 1.9006 4.8610
C 0.1796 -4.4603 -0.9547
C -2.1067 4.8025 5.6516
C 1.1725 -6.7381 -1.5557
C -0.2827 -7.1754 -1.7465
C 4.9400 -3.1227 -1.6803
C 4.4837 -1.5593 0.1745
C -1.9979 -3.2541 -6.5458
C -2.9952 -2.7943 -5.4715
C -1.3771 0.2976 2.4350
C 0.0857 3.7610 5.7073
C 0.5761 -0.6043 2.8216
C -0.1456 -0.7331 3.9590
C -3.6170 -4.0345 -4.8264
C -2.5225 0.9694 1.7750
C -4.1209 -1.9700 -6.1126
C 3.0344 1.8058 1.4372
C -0.4172 2.5055 5.4401
C -2.1230 -2.2817 -3.1232
C 0.2485 3.7846 -0.2770
C 2.7479 -3.3870 -0.5169
C -2.4480 0.0166 4.6655
C 2.5279 -4.7061 -0.9011
C 0.4853 2.2757 -3.7457
C -0.7429 4.8915 5.8108
C 1.6164 -2.5559 -0.3667
C -1.4167 -1.4583 -2.2604
C -2.2539 -1.9306 -4.4548
C -1.8859 4.5822 1.4682
C 4.8648 -3.9318 0.7005
C -1.4100 2.1950 -5.3259
C -1.6469 -0.7423 -4.8506
C -0.8267 -0.2479 -2.6573
C 1.7969 -7.6262 -0.4689
C 0.6789 0.8681 -5.7657
C 1.9072 -6.9307 -2.8900
C 1.6868 3.4713 -0.6099
C -1.7989 2.4151 5.2649
C 0.3567 -3.1342 -0.5924
C -0.9324 0.1113 -4.0143
C 1.2801 -5.2775 -1.1301
C 4.2246 -2.9834 -0.3266
C -2.6322 3.5414 5.3640
C -0.2996 1.3495 -4.6808
H 1.4571 0.2428 -5.3236
H -0.1567 2.6867 -2.9663
H -4.8068 -1.6061 -5.3453
H 3.0916 0.8165 1.8810
H 4.8759 -4.1378 -2.0719
H -0.7735 -6.5958 -2.5315
H -1.7309 -0.4615 -5.8920
H -4.3334 -3.7617 -4.0488
H -4.1511 -4.6077 -5.5848
H 4.4959 -2.4478 -2.4146
H -2.4556 4.1337 0.6571
H 0.2362 1.6470 5.3856
H 3.3973 -5.3373 -1.0336
H 0.1776 0.2878 -6.5400
H 4.3402 -3.8706 1.6562
H 5.9078 -3.6526 0.8623
H -3.3886 -0.3620 4.2683
H 1.5697 -0.9468 2.5889
H -2.5579 -3.1903 -2.7307
H -1.5706 -2.4066 -7.0833
H -2.4908 -3.9026 -7.2726
H 0.0906 -1.1878 4.9057
H -2.4226 4.4891 2.4084
H 1.2828 -7.4684 0.4812
H 1.8597 3.6529 -1.6697
H 4.1285 -0.8167 -0.5354
H 1.3216 1.7561 -3.2787
H 1.8018 -7.9623 -3.2307
H -2.1907 -0.5447 5.5629
H -2.7585 5.6604 5.7446
H -0.9796 3.0769 -5.8041
H -1.6905 5.6306 1.2599
H 4.0091 -1.3940 1.1416
H 4.0347 2.2148 1.3294
H -2.1265 2.5255 -4.5713
H 0.0373 4.8227 -0.5358
H -2.8543 -4.6865 -4.3950
H 1.1519 3.8844 5.8450
H 2.8558 -7.4100 -0.3215
H -0.4385 3.1382 -0.8246
H 2.9722 -6.7090 -2.8076
H -1.9558 1.6391 -6.0876
H 0.8870 3.1058 -4.3318
H -1.1794 -3.8115 -6.0861
H 2.3804 4.0814 -0.0325
H 4.8470 -4.9719 0.3755
H 2.4076 2.4609 2.0352
H -0.3069 -8.2243 -2.0426
H -4.6873 -2.5832 -6.8158
H -0.8517 -7.0765 -0.8199
H -0.8280 -4.8251 -1.1003
H -3.7316 -1.1083 -6.6566
H -2.7036 1.9502 2.2186
H -2.3043 1.1022 0.7163
H 5.5609 -1.4235 0.2942
H 1.4816 -6.2739 -3.6512
H -3.4359 0.3810 1.8757
H 5.9960 -2.8658 -1.5735
H 1.7012 -8.6795 -0.7391
H 1.1551 1.7247 -6.2470
H -0.2936 5.8516 6.0271

Force components x, y, z for each atom (eV/Å):
0.03 0.01 -0.32
0.15 0.11 -0.13
0.09 0.40 0.12
0.05 -0.38 0.30
-0.13 0.36 0.19
0.44 -0.16 0.17
0.14 -0.02 -0.64
-0.22 0.21 0.09
0.08 0.23 -0.01
0.34 -0.02 -0.01
0.02 -0.12 -0.17
-0.07 0.08 0.00
-0.04 0.00 -0.01
-0.01 -0.09 0.01
0.12 0.07 0.02
-0.01 0.02 0.04
-0.13 -0.07 -0.04
-0.05 0.01 0.04
-0.01 -0.01 -0.06
-0.06 0.07 -0.06
0.01 -0.12 -0.03
0.03 -0.05 0.16
0.09 -0.05 -0.05
0.05 0.08 -0.01
-0.07 -0.04 0.07
0.04 -0.03 0.03
-0.04 -0.01 -0.08
0.13 -0.04 0.05
0.04 0.05 0.03
-0.27 -0.04 0.30
0.06 0.16 0.06
-0.22 0.06 0.09
-0.09 0.03 0.02
-0.03 -0.02 0.02
-0.10 0.18 0.03
-0.23 -0.09 -0.05
-0.02 -0.02 0.18
-0.04 -0.06 0.01
0.20 -0.05 -0.06
0.01 -0.02 -0.03
0.02 -0.06 0.01
0.01 -0.03 0.07
-0.18 -0.31 0.04
-0.05 0.03 -0.04
-0.03 0.01 0.04
-0.04 0.00 0.04
-0.05 -0.15 -0.01
-0.40 0.28 0.00
-0.02 0.12 0.07
0.06 0.14 -0.02
-0.04 -0.09 -0.02
0.05 -0.01 -0.02
0.36 -0.40 -0.13
0.00 0.04 -0.02
0.02 0.00 -0.03
0.05 0.00 -0.02
-0.02 0.01 -0.03
0.01 -0.03 0.00
0.02 0.01 -0.02
-0.03 -0.01 0.02
0.01 0.00 -0.02
0.00 -0.04 0.01
0.00 -0.01 0.00
0.01 -0.01 -0.02
-0.10 0.02 0.04
0.02 -0.04 -0.05
-0.02 0.01 -0.01
0.01 -0.01 0.00
0.02 0.00 0.01
0.00 -0.01 0.00
-0.01 -0.03 0.05
-0.03 -0.04 -0.01
-0.01 -0.02 -0.05
0.01 -0.01 -0.02
-0.01 0.02 0.00
-0.02 0.03 0.00
-0.03 -0.02 0.04
0.03 -0.04 0.02
0.04 -0.01 0.01
-0.06 0.09 0.01
0.01 0.00 0.02
0.03 -0.01 0.00
0.08 0.00 -0.03
0.03 0.01 -0.02
0.01 0.00 0.01
-0.04 0.00 0.01
-0.02 0.08 0.03
-0.01 0.03 0.00
-0.01 0.02 -0.01
0.04 -0.01 -0.09
-0.02 -0.01 0.03
-0.01 -0.03 0.01
0.00 0.00 -0.01
0.07 0.03 -0.07
0.00 0.00 0.01
-0.02 0.01 0.00
-0.03 -0.02 -0.04
0.01 -0.01 -0.03
0.03 -0.02 -0.01
0.02 0.02 0.02
0.00 -0.03 0.06
-0.02 0.00 0.00
0.02 0.00 -0.01
-0.04 0.00 -0.03
0.03 -0.06 -0.02
-0.01 0.00 0.00
0.01 -0.04 -0.04
-0.02 0.03 -0.01
-0.02 -0.04 0.01
0.02 -0.01 -0.03
0.01 -0.03 -0.01
0.00 -0.01 -0.01
0.02 0.00 -0.01
0.00 0.00 0.00
0.00 -0.02 0.01

Summary:
Electronic energy: -305539.124 eV
Energy above the lowest of the compared OMol25 structures with the same formula, charge and spin: 0.0000 eV
Frontier orbital gap: 8.311 eV
Total charge: +1



No. 5
# C2H6N3S2

An isolated ion of composition C2H6N3S2 and charge +1 (ωB97M-V with the def2-TZVPD basis set, OMol25).

CARTESIAN COORDINATES (ANGSTROEM)
S 0.9943 2.6472 0.3092
S -1.7678 1.6602 1.2983
N 0.8513 -1.8003 -1.6090
N 0.1704 -2.0194 -0.4251
N 0.2477 0.2337 0.1480
C -0.2067 -0.9987 0.4602
C -0.1511 1.3955 0.5886
H -0.5456 -2.7503 -0.2551
H 1.4491 -0.9196 -1.5485
H 1.4266 -2.6396 -1.9843
H 0.4164 3.7644 0.7278
H -0.8546 -1.5017 1.2834
H -2.0300 2.9285 1.0064

Force components x, y, z for each atom (eV/Å):
0.82 -0.46 -0.49
0.49 -1.13 -0.03
1.52 -0.30 -0.96
-1.68 2.60 3.22
-0.30 -1.24 1.49
0.74 -2.35 -2.71
-1.11 0.73 -0.02
1.32 -0.27 -1.21
-1.21 -1.62 0.16
-1.43 1.76 1.42
-0.70 0.05 0.35
1.06 1.79 -1.06
0.48 0.45 -0.15

Summary:
Electronic energy: -28303.016 eV
Energy above the lowest of the compared OMol25 structures with the same formula, charge and spin: 2.5980 eV
Frontier orbital gap: 8.040 eV
Total charge: +1